(1)
# C38H30N8O3Y

A structure of composition C38H30N8O3Y (ωB97M-V with the def2-TZVPD basis set, the Open Molecules 2025 dataset).

The net charge is +1. Its strongest force on any atom is 0.013 Eh/bohr. As for the energy: -58999.64811 eV. The calculation puts the LUMO energy (alpha / beta) at -3.87 / -3.87 eV. For the orbital gap (alpha / beta), the calculation gives 4.93 / 4.93 eV.

CARTESIAN COORDINATES (ANGSTROEM)
1 C 6.462 -0.389 -2.519
2 H -0.324 4.178 0.839
3 H 0.761 -4.931 -2.842
4 C -0.307 2.989 -1.586
5 N 0.197 -2.131 0.212
6 C -1.414 -1.469 2.571
7 H -4.059 -2.205 6.401
8 C -1.101 -3.983 -0.143
9 C -0.662 0.474 3.392
10 H 0.271 3.916 -1.524
11 H -1.022 -0.904 -2.913
12 C -2.945 -2.078 4.580
13 O 0.015 0.633 -2.125
14 H -0.931 -6.756 -2.791
15 O -2.123 -0.008 -0.626
16 C 2.735 1.941 1.297
17 H 4.792 4.005 1.468
18 H -3.286 -3.023 4.181
19 H 6.123 1.280 -1.186
20 C -0.964 -5.965 -2.055
21 C -0.021 -4.952 -2.094
22 H -1.254 2.849 1.572
23 H 2.927 5.755 4.917
24 N 0.068 1.564 3.564
25 N -0.637 -0.375 2.326
26 H -1.629 1.318 6.025
27 C -1.161 0.171 -2.791
28 H -3.061 -0.290 1.176
29 C 3.996 4.027 2.200
30 H -1.969 3.804 0.250
31 H -1.253 0.635 -3.775
32 C -2.396 0.427 -1.955
33 H 7.462 -0.079 -2.789
34 C 1.096 1.947 2.819
35 C -2.061 -1.285 3.865
36 H 4.723 5.742 3.253
37 C 0.713 -2.777 -0.868
38 C -3.332 -0.124 0.139
39 H 1.129 4.033 4.871
40 C -1.958 -5.992 -1.071
41 N 1.590 1.328 1.705
42 O -0.499 2.438 -0.286
43 C 0.470 1.959 -2.390
44 C 3.950 4.987 3.199
45 H -2.671 1.487 -1.935
46 C -2.036 -5.006 -0.101
47 H 6.552 -2.138 -3.755
48 C 3.929 -1.237 -1.865
49 C 1.917 4.043 4.130
50 H 4.264 -2.922 -3.153
51 C -1.594 -0.065 4.380
52 C 5.724 0.378 -1.628
53 C -3.365 -1.616 5.817
54 H 0.437 2.173 -3.459
55 C 4.671 -2.007 -2.744
56 N 2.343 -0.365 -0.463
57 C -2.004 0.386 5.626
58 C -1.044 3.380 0.646
59 C -2.900 -0.402 6.331
60 C 2.982 3.082 2.170
61 H -3.236 -0.139 -2.366
62 H -1.280 3.220 -2.030
63 C -0.881 -2.814 0.701
64 H -2.793 -5.028 0.672
65 H 1.516 1.961 -2.071
66 H -3.915 0.796 0.058
67 C 2.924 4.994 4.149
68 N 3.559 1.551 0.329
69 C 1.953 3.088 3.125
70 C 2.596 -1.419 -1.292
71 C 3.420 0.466 -0.411
72 C 5.945 -1.563 -3.069
73 H -3.245 -0.077 7.303
74 Y 0.242 0.143 0.280
75 H -3.919 -0.970 -0.221
76 N 1.816 -2.455 -1.538
77 H -2.672 -6.805 -1.068
78 C -0.103 -3.957 -1.131
79 C 4.448 -0.057 -1.312
80 N -1.582 -2.523 1.788

Force components x, y, z for each atom (eV/Å):
C 0.03 0.09 0.04
H 0.00 -0.02 0.01
H 0.00 -0.01 -0.01
C -0.03 -0.09 -0.09
N 0.07 0.53 0.07
C 0.03 -0.07 -0.03
H 0.00 0.00 0.01
C 0.15 0.04 -0.11
C 0.03 -0.02 0.09
H 0.00 0.00 -0.01
H 0.03 0.02 -0.04
C -0.06 -0.04 0.07
O 0.08 -0.10 0.01
H 0.00 0.00 -0.01
O -0.02 -0.11 0.09
C -0.06 0.00 0.12
H 0.01 0.01 0.01
H -0.01 0.00 0.00
H 0.03 0.00 -0.01
C 0.08 0.04 -0.05
C 0.02 -0.05 -0.05
H 0.02 0.01 0.00
H -0.01 0.00 0.01
N -0.12 0.04 0.19
N 0.46 -0.01 -0.49
H -0.01 0.00 0.02
C -0.13 -0.10 0.07
H 0.00 0.00 -0.01
C 0.08 0.09 0.02
H 0.01 -0.02 -0.01
H 0.02 -0.01 -0.01
C 0.08 0.06 -0.02
H 0.00 0.01 0.00
C 0.16 0.00 -0.02
C 0.06 0.15 0.04
H 0.01 0.00 -0.01
C 0.01 -0.03 0.12
C -0.03 0.03 0.06
H 0.01 0.02 0.01
C -0.05 0.03 0.08
N -0.27 -0.42 -0.20
O 0.10 0.12 0.03
C 0.13 0.10 0.11
C 0.05 -0.07 -0.12
H -0.02 -0.02 0.01
C -0.06 -0.05 0.04
H 0.00 0.00 0.00
C 0.07 0.18 0.06
C -0.02 0.05 0.07
H 0.01 -0.01 -0.01
C -0.07 -0.16 -0.08
C 0.04 0.05 0.01
C 0.02 -0.08 -0.12
H -0.04 0.00 0.01
C 0.05 -0.04 -0.06
N -0.47 -0.03 0.39
C 0.01 0.03 0.01
C 0.00 0.04 0.03
C 0.03 0.10 0.06
C -0.17 -0.06 0.08
H 0.01 0.00 -0.02
H 0.00 0.00 0.02
C 0.06 -0.08 0.01
H -0.01 -0.02 -0.01
H 0.00 0.01 -0.04
H 0.01 0.00 -0.02
C -0.10 -0.02 0.07
N 0.16 -0.01 -0.12
C 0.10 -0.04 -0.17
C 0.00 -0.05 0.04
C 0.05 0.07 0.04
C -0.10 -0.07 0.00
H 0.01 0.01 0.00
Y -0.28 0.28 -0.29
H 0.01 0.01 -0.02
N 0.12 -0.06 -0.15
H -0.01 0.00 0.01
C -0.10 0.01 0.13
C -0.09 -0.20 -0.10
N -0.15 -0.05 0.12

(2)
# C24H52ClGeN2O2PdSi3Te

A structure of composition C24H52ClGeN2O2PdSi3Te (ωB97M-V with the def2-TZVPD basis set, the Open Molecules 2025 dataset).

The net charge is 0. Its spin multiplicity is 2. Its strongest force on any atom is 0.015 Eh/bohr. As for the energy: -136255.14901 eV. The calculation puts the LUMO energy (alpha / beta) at 0.19 / -1.91 eV. For the orbital gap (alpha / beta), the calculation gives 7.47 / 5.37 eV.

CARTESIAN COORDINATES (ANGSTROEM)
1 H 0.839 3.511 -3.875
2 C 3.013 2.250 -3.233
3 H 0.137 2.453 4.576
4 Si 0.813 3.002 2.230
5 H -1.151 4.470 2.542
6 C 0.931 -0.942 4.149
7 H 1.527 -0.130 4.568
8 Pd -0.021 0.290 -0.923
9 C 1.200 3.986 -2.959
10 C 1.063 -3.678 -1.723
11 H -0.627 -7.845 -0.856
12 C 1.036 2.827 4.085
13 C 0.073 -2.438 1.626
14 H 1.863 1.770 -0.855
15 C -1.311 -4.087 -2.093
16 H 3.001 2.242 -4.328
17 H 2.753 -0.926 0.602
18 N 0.452 3.425 -1.828
19 C -0.251 4.516 1.925
20 H 0.728 -3.314 1.660
21 C -3.247 -0.737 1.582
22 C 2.049 1.154 -2.802
23 C 2.680 3.667 -2.768
24 C -0.195 -3.234 -2.160
25 Cl -4.453 -0.101 -3.332
26 C 2.718 -0.931 1.690
27 H -0.242 -2.302 0.588
28 C -2.475 1.116 -1.941
29 C 2.300 -2.824 -1.745
30 H -3.196 3.280 1.820
31 C -3.993 1.063 -2.050
32 H -2.986 -2.724 -1.975
33 H -4.445 0.713 -1.128
34 Si -2.482 0.914 2.033
35 H 0.535 -7.275 0.341
36 H -0.078 -0.851 4.550
37 H 1.352 -1.886 4.507
38 H 2.057 -1.762 -1.754
39 H -0.824 -2.662 2.208
40 C -2.690 -3.638 -2.492
41 H -2.156 2.071 4.219
42 O -1.813 1.761 -2.741
43 H -2.745 -3.425 -3.561
44 H -3.422 -4.410 -2.257
45 H 1.042 5.064 -3.083
46 H 3.232 -1.829 2.041
47 C -1.135 -5.380 -1.619
48 H -0.516 3.231 -2.065
49 Ge -0.193 1.024 1.382
50 H 1.283 3.798 4.522
51 H -2.021 0.325 4.428
52 H -2.816 -1.137 0.666
53 C 0.282 -7.261 -0.721
54 H 2.915 -3.027 -0.867
55 Si 0.934 -0.903 2.274
56 H 2.161 -5.330 -0.933
57 H -3.101 -1.463 2.384
58 O -2.020 0.421 -0.953
59 C -3.458 2.348 1.315
60 H 1.090 -7.763 -1.255
61 H -3.608 1.072 4.237
62 H 1.042 1.366 -3.163
63 C 1.187 -4.985 -1.266
64 C 0.106 -5.852 -1.214
65 Te -0.455 -1.334 -3.001
66 C -2.567 1.110 3.903
67 H 2.366 0.217 -3.269
68 H 4.034 1.988 -2.936
69 C 2.521 3.272 1.493
70 H -4.323 -0.624 1.420
71 H -4.530 2.186 1.451
72 H 0.291 5.427 2.195
73 H 3.039 4.086 2.005
74 H 1.847 2.136 4.316
75 H 3.301 4.364 -3.337
76 N 1.966 0.882 -1.351
77 H 3.131 2.372 1.596
78 H 2.945 3.820 -1.718
79 H -4.383 2.034 -2.342
80 H -3.263 2.474 0.251
81 H -0.584 4.610 0.891
82 H 3.272 -0.062 2.053
83 H 2.904 -3.037 -2.630
84 H 2.476 3.521 0.433
85 H 0.460 4.079 -1.053
86 H -1.996 -6.036 -1.558
87 H 2.824 0.437 -1.042

Force components x, y, z for each atom (eV/Å):
H -0.02 0.03 -0.02
C 0.18 -0.05 0.14
H -0.03 0.01 0.01
Si 0.03 -0.05 -0.14
H -0.01 0.01 0.03
C 0.06 -0.05 0.08
H 0.01 0.01 0.02
Pd 0.53 0.40 -0.30
C -0.02 0.01 0.22
C -0.07 -0.05 0.00
H -0.01 0.01 0.00
C 0.01 -0.01 0.06
C -0.08 -0.08 -0.07
H 0.20 0.01 -0.18
C 0.04 0.00 0.05
H 0.03 -0.01 0.00
H 0.02 -0.06 -0.08
N 0.04 0.32 0.11
C -0.06 0.06 -0.01
H 0.00 0.00 0.04
C -0.02 -0.11 -0.05
C 0.12 -0.22 -0.17
C -0.03 0.11 -0.26
C 0.03 -0.08 0.02
Cl 0.04 0.01 0.03
C 0.09 0.05 0.06
H 0.05 -0.01 0.00
C -0.16 -0.15 0.33
C 0.07 0.06 -0.03
H 0.01 0.03 -0.01
C -0.10 0.00 -0.07
H 0.01 0.00 0.02
H 0.03 0.04 0.01
Si 0.16 0.05 0.02
H 0.00 0.01 0.00
H -0.03 -0.02 0.01
H 0.00 -0.01 0.02
H -0.03 -0.01 0.03
H 0.00 0.00 0.02
C -0.02 0.00 -0.03
H 0.00 0.03 0.01
O 0.02 0.08 -0.24
H 0.01 0.01 0.00
H -0.01 -0.01 -0.01
H 0.04 -0.02 0.01
H 0.01 -0.01 0.00
C -0.02 0.01 0.04
H 0.07 -0.13 -0.02
Ge 0.12 -0.29 0.12
H 0.02 0.01 0.02
H 0.01 -0.03 0.00
H -0.01 0.01 0.03
C -0.02 -0.02 0.03
H 0.02 -0.03 -0.01
Si -0.21 0.18 -0.11
H 0.01 -0.01 -0.01
H -0.02 -0.01 0.03
O -0.72 -0.26 0.04
C -0.06 -0.01 -0.06
H 0.01 0.00 0.00
H -0.01 0.00 0.02
H 0.09 0.03 0.06
C 0.00 0.03 0.05
C 0.02 -0.01 -0.02
Te -0.16 -0.17 -0.40
C -0.08 0.03 0.05
H -0.12 -0.01 -0.03
H -0.02 -0.01 0.00
C 0.06 -0.03 0.02
H -0.03 -0.02 0.06
H -0.02 0.02 0.01
H 0.00 0.02 0.01
H 0.00 0.02 -0.01
H 0.03 0.00 0.01
H -0.02 0.01 0.01
N 0.11 0.38 0.32
H 0.02 -0.01 0.02
H -0.03 -0.04 0.02
H 0.00 -0.01 0.00
H -0.01 0.05 0.00
H 0.02 -0.01 -0.04
H 0.02 0.00 0.01
H -0.01 0.01 -0.01
H -0.02 0.05 -0.09
H -0.03 0.01 -0.01
H -0.01 -0.01 -0.01
H -0.12 -0.05 0.18

(3)
# C5H14N2OS

A cluster of 2 separate species, C5H14N2OS in total (ωB97M-V with the def2-TZVPD basis set, the Open Molecules 2025 dataset).

The net charge is 0. Its strongest force on any atom is 0.097 Eh/bohr. As for the energy: -21269.07929 eV. The calculation puts the LUMO energy (alpha / beta) at 0.10 / 0.09 eV. For the orbital gap (alpha / beta), the calculation gives 7.56 / 8.62 eV.

CARTESIAN COORDINATES (ANGSTROEM)
1 N 3.112 0.182 -0.707
2 H -1.648 -2.304 -0.912
3 H 3.609 0.087 -1.597
4 H -0.110 0.680 -2.119
5 C -0.491 0.768 0.131
6 H 3.602 -0.013 0.139
7 H -1.866 0.801 -1.560
8 H -1.035 0.281 2.203
9 S 0.936 -0.570 0.428
10 O 1.705 -0.269 1.666
11 H 0.982 2.084 1.114
12 H -1.517 -2.949 0.784
13 C 0.089 2.049 0.489
14 H -0.691 2.716 1.090
15 H 0.425 2.630 -0.407
16 H -0.993 -0.677 -1.417
17 H -0.183 -3.213 -0.273
18 H -1.697 -0.813 1.056
19 C -1.490 0.359 1.159
20 C -0.848 0.470 -1.297
21 C -1.200 -2.979 -0.200
22 H -2.521 0.677 1.021
23 N 1.830 0.003 -0.791

Force components x, y, z for each atom (eV/Å):
N 1.07 0.05 -0.72
H -0.14 -0.39 -0.06
H -0.24 0.13 0.71
H -0.71 0.43 1.25
C 1.23 -2.04 0.34
H 0.30 -0.18 0.78
H 0.38 0.48 0.06
H -0.91 1.17 -1.15
S 0.49 0.91 0.88
O -0.55 -0.25 0.21
H -0.07 -0.77 0.32
H -1.04 -0.12 1.70
C -0.31 4.54 0.17
H 1.49 -1.26 -1.41
H -0.53 -0.35 0.54
H 0.42 1.77 0.38
H 1.21 -0.51 -0.60
H 0.50 2.07 -0.21
C -0.52 -4.86 1.08
C -0.99 -2.21 -1.67
C -0.17 0.47 -1.02
H 0.25 0.97 0.44
N -1.14 -0.05 -2.03

(4)
# C18H21Br30F9O4S2

A structure of composition C18H21Br30F9O4S2 (ωB97M-V with the def2-TZVPD basis set, the Open Molecules 2025 dataset).

The net charge is 0. Its strongest force on any atom is 0.035 Eh/bohr. As for the energy: -2174593.50934 eV. The calculation puts the LUMO energy at -0.51 eV. For the orbital gap, the calculation gives 9.45 eV.

CARTESIAN COORDINATES (ANGSTROEM)
1 H 1.198 5.096 -1.226
2 Br 5.458 6.500 -3.596
3 C -0.315 -2.938 -4.293
4 H 7.883 6.788 -3.276
5 Br 0.931 -0.306 0.619
6 O 4.554 -0.032 0.537
7 H 5.858 3.814 -0.320
8 C 7.067 6.745 -2.571
9 C -0.597 2.846 -0.004
10 Br -2.527 -8.297 9.079
11 C 4.000 2.771 -0.376
12 Br -2.410 -7.625 -1.344
13 F -1.906 3.425 -2.007
14 Br 7.046 8.412 -1.614
15 Br -0.544 -4.463 -3.144
16 C -1.530 -7.495 10.516
17 F -1.068 5.195 -0.270
18 F -1.458 1.265 -1.724
19 H 3.287 2.311 0.309
20 H 1.481 3.762 1.130
21 H 1.416 6.451 -0.126
22 C 1.080 -4.563 5.780
23 H -4.097 5.030 -2.380
24 H 2.127 -4.648 5.528
25 Br 0.686 -2.686 5.943
26 Br -0.114 -3.298 0.258
27 H 3.539 6.009 -0.832
28 F -3.025 3.423 -0.020
29 F -1.215 4.292 1.764
30 Br -1.951 -7.603 -4.501
31 Br -0.489 -1.288 -3.320
32 F -3.549 2.013 -1.632
33 H 0.893 5.263 1.785
34 C 1.608 5.393 -0.267
35 Br -4.962 3.778 -4.323
36 Br -1.912 -5.617 10.681
37 Br 0.081 -5.376 4.352
38 H -6.269 -7.138 -1.258
39 F -0.432 2.011 1.048
40 F 0.429 2.603 -0.849
41 C -7.248 -7.586 -1.361
42 Br -1.803 -8.425 12.179
43 Br -7.136 -3.811 -5.039
44 C 0.919 4.660 0.885
45 C -0.546 4.283 0.585
46 H 4.320 4.235 -1.827
47 Br 2.993 0.789 6.186
48 O 4.446 1.652 -1.219
49 C 3.123 5.150 -0.318
50 H -3.925 -8.283 -3.184
51 H 2.702 3.630 -1.843
52 Br 1.343 -3.026 -5.267
53 O 5.997 1.935 0.628
54 Br 2.188 -2.629 2.370
55 Br -8.511 -6.147 -1.553
56 S 5.383 0.757 -0.304
57 C -5.838 -3.773 -6.462
58 H -0.483 -7.588 10.268
59 C 3.508 3.930 -1.180
60 C 2.261 0.880 4.408
61 Br 7.425 5.259 -1.384
62 Br 1.158 2.445 4.168
63 Br -4.302 -2.710 -5.987
64 H -0.139 -1.819 2.235
65 Br -6.461 5.740 -2.313
66 H 3.513 5.061 0.690
67 Br -4.041 6.816 -4.083
68 F -2.550 1.245 0.188
69 Br 0.818 -5.484 7.449
70 Br 3.618 0.757 3.060
71 Br -4.258 -5.834 -3.211
72 C -4.791 5.302 -3.162
73 H -1.114 -2.967 -5.019
74 Br -7.577 -8.619 0.228
75 Br -5.338 -5.544 -7.027
76 H 5.104 3.665 1.265
77 O 6.438 0.145 -1.011
78 H 1.618 0.018 4.285
79 Br -7.200 -8.696 -2.934
80 S -2.224 2.367 -0.870
81 H -6.308 -3.292 -7.307
82 C -3.235 -7.458 -3.077
83 C 0.608 -1.994 1.473
84 C 5.292 3.136 0.337

Force components x, y, z for each atom (eV/Å):
H -0.22 0.07 -0.13
Br 0.01 -0.06 0.08
C -0.01 0.03 0.02
H 0.03 -0.01 0.00
Br 0.18 -0.60 -0.14
O -0.14 -0.31 -0.03
H -0.06 -0.70 0.34
C 0.09 0.03 0.06
C -0.29 -0.75 0.69
Br 0.02 0.02 0.03
C 0.46 -0.67 0.37
Br 0.01 0.03 -0.03
F 0.00 0.41 0.05
Br -0.02 -0.05 -0.01
Br 0.05 0.01 -0.04
C -0.02 0.01 -0.01
F -0.39 -0.16 0.34
F 0.05 -0.01 -0.08
H -0.30 0.30 0.13
H -0.12 -0.22 0.15
H -0.04 0.21 -0.22
C -0.01 -0.03 -0.11
H 0.02 0.00 0.01
H 0.01 0.01 -0.01
Br -0.05 0.03 0.10
Br 0.09 0.10 0.05
H 0.38 0.27 0.29
F -0.05 0.27 0.06
F -0.47 0.02 -0.49
Br -0.06 -0.09 -0.02
Br 0.00 -0.02 -0.01
F -0.18 -0.04 -0.05
H 0.02 0.17 0.13
C 0.23 -0.04 0.43
Br -0.01 0.04 0.00
Br 0.01 -0.04 -0.01
Br -0.01 0.02 0.05
H 0.01 0.02 -0.02
F -0.27 0.91 -0.45
F -0.52 0.52 0.13
C 0.04 0.03 0.02
Br -0.01 0.02 -0.04
Br 0.09 -0.05 -0.01
C -0.23 -0.39 -0.46
C 1.75 0.38 0.22
H 0.29 -0.06 -0.26
Br -0.04 0.02 0.00
O 0.51 0.34 -0.17
C -0.78 -0.18 -0.63
H -0.03 0.01 0.01
H -0.23 -0.05 0.05
Br -0.04 0.01 0.04
O -0.37 -0.26 -0.89
Br 0.05 -0.08 -0.08
Br 0.03 -0.03 0.00
S 0.23 -0.13 0.93
C -0.01 -0.06 0.01
H 0.02 -0.01 0.00
C -0.10 -0.05 -0.23
C 0.12 0.00 -0.04
Br 0.19 0.41 -0.37
Br -0.01 -0.01 0.02
Br -0.03 -0.02 0.02
H -0.01 -0.03 0.02
Br 0.04 -0.01 -0.03
H 0.25 0.26 0.13
Br -0.02 -0.03 0.02
F -0.18 0.15 0.26
Br -0.02 0.04 -0.01
Br -0.11 0.14 0.23
Br -0.08 0.00 0.04
C 0.02 -0.03 0.02
H -0.01 -0.02 -0.02
Br -0.01 0.02 -0.05
Br -0.01 0.07 0.04
H 0.00 -0.09 0.25
O 0.03 0.16 -0.63
H -0.01 -0.01 0.00
Br 0.03 0.02 0.01
S 0.47 -0.96 -0.41
H 0.01 0.03 -0.01
C -0.01 0.00 -0.04
C 0.00 -0.09 0.09
C -0.19 0.91 0.27